No. 1
Entry from OMol25: a structure of composition C28H60AlBBrCl2F5LiN4O15S3 at a distorted geometry (ωB97M-V/def2-TZVPD).

## Properties
* total charge: -1
* frontier orbital gap: 0.15869 Eh
* DFT total energy: -215332.23965 eV
* spin multiplicity: 1

Last column: Mulliken charge in e.
Element x y z (Å)
C 2.11555 -1.94437 2.11828  -0.571
C 2.68031 -0.75279 1.11023  0.052
B 1.71358 -0.71089 -0.26201  0.792
O 0.27926 -0.93397 -0.01174  -1.145
C 2.40312 -0.48188 -1.77455  1.412
C 2.98227 -2.00200 -2.12837  -0.654
Cl 2.42449 -3.47855 -1.08256  -0.149
C 3.90110 -2.34606 -3.23662  0.111
C 4.51456 -1.22131 -4.24790  -0.721
Cl 4.41965 -4.14663 -3.49339  -0.210
C 3.58876 0.63817 -1.53018  -0.325
C 2.87644 2.08564 -1.08136  -0.748
C 1.72396 2.54975 -2.13064  -0.347
C 2.50386 3.26582 -3.42577  -0.712
N 3.09529 4.63953 -3.04509  -0.500
N 0.80264 1.48179 -2.66141  0.891
C -0.48107 1.55656 -1.88665  0.379
C -1.56299 2.52367 -2.71805  -0.767
C -3.09351 2.43771 -2.10088  0.516
C -3.77827 0.95382 -2.34182  -0.952
C -3.19687 2.84343 -0.50763  -0.694
C 1.40565 0.12808 -2.90394  -0.595
S 0.18495 -1.14517 -3.64146  1.312
O -0.17163 -2.29391 -2.67617  -0.458
O 0.86862 -1.82937 -4.88954  -0.619
F -1.22062 -0.34638 -4.30986  -0.254
H 2.99490 -2.62783 2.54677  0.117
H 1.59800 -1.48160 3.08321  0.166
H 1.38430 -2.69564 1.56495  -0.083
H 3.73140 -1.15661 0.71387  0.152
H 2.78572 0.29240 1.62536  0.106
H -0.01759 -0.14900 0.56685  -0.542
H 5.19167 -1.82434 -5.02809  0.358
H 5.29526 -0.49173 -3.71478  0.237
H 3.73376 -0.65466 -4.91468  0.226
H 4.16818 0.93540 -2.53136  0.219
H 4.42954 0.29787 -0.78101  0.176
H 2.59024 2.12506 0.05316  0.204
H 3.76624 2.87543 -1.19950  0.446
H 1.13109 3.44960 -1.61671  0.486
H 3.39339 2.59019 -3.80610  0.261
H 1.78752 3.47797 -4.32875  0.238
H 2.28152 5.29290 -3.00036  0.236
H 3.61997 4.93773 -3.91635  0.272
H 0.54151 1.82820 -3.63843  0.659
H -0.37024 2.08506 -0.82181  -0.416
H -1.04107 0.55544 -1.69160  0.184
H -1.25111 3.67091 -2.63175  0.252
H -1.60544 2.23634 -3.85794  0.404
H -3.78360 3.21548 -2.68141  0.478
H -4.95362 1.15091 -2.38981  0.122
H -3.45375 0.47423 -3.36589  0.104
H -3.55808 0.20031 -1.44557  0.234
H -2.18596 3.30484 -0.11806  0.345
H -4.11985 3.58969 -0.39655  0.010
H -3.52150 1.87455 0.10702  0.113
H 2.12462 0.32358 -3.84421  0.337
Br -1.25362 2.65703 0.96946  -0.947
N 2.94639 7.82945 -1.34259  0.982
O 3.59642 8.88745 -1.37504  -0.651
O 2.95617 7.12565 -0.31918  -0.651
O 2.28653 7.47524 -2.33364  -0.677
Li -0.95362 0.05848 2.16061  0.782
C 1.00875 -5.88678 2.15477  -0.367
C 1.80664 -6.12364 3.40909  0.808
O 1.32474 -5.91542 4.52132  -0.589
C 3.21704 -6.62518 3.24985  -1.142
H 0.01002 -5.52621 2.42278  0.067
H 1.50054 -5.12945 1.53917  -0.156
H 0.90547 -6.82160 1.59804  0.501
H 3.80722 -5.90070 2.68301  0.274
H 3.21209 -7.59291 2.74199  0.334
H 3.67130 -6.75048 4.23846  0.321
C -3.36232 -5.81500 -0.98919  -0.259
C -2.94169 -7.18455 -0.46278  -0.343
O -2.23451 -6.91853 0.74631  -0.292
S -2.86905 -5.59097 1.45014  1.032
O -3.80750 -6.02185 2.46245  -0.589
O -1.79836 -4.65837 1.71525  -0.434
O -3.71754 -5.05562 0.16508  -0.288
H -2.52727 -5.31001 -1.48540  0.207
H -4.20861 -5.87972 -1.67831  0.321
H -2.30771 -7.72560 -1.16926  0.327
H -3.81525 -7.79691 -0.21529  0.290
F -5.07735 2.53371 -4.93357  -0.416
Al -6.35364 1.64706 -5.84381  0.869
F -5.59174 0.68148 -7.15949  -0.480
F -7.51095 2.82742 -6.55864  -0.475
F -7.23442 0.54573 -4.72378  -0.480
C 6.46137 0.16391 5.88707  -1.473
C 5.57004 -0.58912 4.90222  0.236
C 5.51547 0.05826 3.49854  -0.350
O 4.69603 1.22782 3.42163  -0.241
C 5.32710 2.41469 3.87758  -0.819
N 4.22688 -0.72719 5.48373  -0.721
H 5.99109 1.07156 6.27381  0.293
H 6.68806 -0.46817 6.75373  0.370
H 7.41260 0.44285 5.42220  0.339
H 5.99736 -1.59167 4.78319  0.410
H 5.05904 -0.66516 2.81226  0.051
H 6.52002 0.26169 3.10858  0.471
H 6.39717 2.43019 3.64930  0.348
H 5.15980 2.53915 4.94765  0.240
H 4.85471 3.26290 3.37288  0.262
H 3.66324 -1.31357 4.86724  0.219
H 3.77395 0.18969 5.42392  0.374
O -5.65399 2.02173 2.22089  -0.656
S -6.75376 2.35785 1.34170  1.190
O -6.86608 3.65724 0.71289  -0.611
O -8.15848 2.01799 2.09426  -0.259
C -8.39722 2.57714 3.37761  -0.318
C -8.81262 4.03286 3.27838  -0.996
C -6.87216 1.11403 0.08076  -0.403
H -7.52178 2.45802 4.02426  0.306
H -9.21294 2.00289 3.83024  0.273
H -7.98561 4.65390 2.92085  0.298
H -9.12371 4.41369 4.25504  0.387
H -9.63770 4.15384 2.56914  0.258
H -6.84504 0.12968 0.55144  0.339
H -6.01977 1.23195 -0.59141  -0.225
H -7.80332 1.25679 -0.47074  0.386

=====

No. 2
Entry from OMol25: a structure of composition C42H36IrN6O3PS4 (ωB97M-V/def2-TZVPD).

## Properties
* total charge: +2
* frontier orbital gap: 0.23045 Eh
* DFT total energy: -114681.41459 eV
* spin multiplicity: 1

Last column: Mulliken charge in e.
Element x y z (Å)
Ir 0.06259 0.19144 0.02483  0.678
S 0.13718 1.51542 5.60901  0.057
C -0.11864 2.21512 7.14488  -0.447
C -0.82301 3.37601 7.06139  -0.767
C -1.17179 3.70170 5.72717  -0.566
C -0.72363 2.78444 4.81626  0.760
C -0.91749 2.79437 3.36568  0.273
C -0.44589 1.71725 2.59250  0.320
N -0.59542 1.65113 1.28304  0.616
C -1.26317 2.64716 0.64046  -0.503
C -1.73003 3.77662 1.31001  0.625
C -2.37709 4.80362 0.53911  -1.127
C -2.54256 4.67339 -0.79606  -1.139
C -2.09787 3.49470 -1.48979  0.474
C -2.23927 3.29104 -2.87120  -0.872
C -1.76028 2.14137 -3.47052  1.398
C -1.16807 1.17167 -2.63056  -0.871
N -1.06204 1.32401 -1.32480  0.422
C -1.48030 2.48916 -0.75459  -0.100
C -1.85051 1.89448 -4.90484  0.360
C -1.19329 0.93887 -5.63497  -0.231
C -1.49367 0.99717 -7.01549  -0.731
C -2.37126 1.99699 -7.31017  -0.379
S -2.83314 2.87256 -5.92502  -0.176
C -1.53564 3.83582 2.69774  -0.861
H 0.27047 1.73515 8.02822  0.483
H -1.08971 3.97433 7.91924  0.455
H -1.74184 4.58182 5.46682  0.449
H 0.09041 0.90306 3.06067  -0.186
H -2.72476 5.69088 1.05180  0.511
H -3.01971 5.45807 -1.36848  0.514
H -2.71004 4.06333 -3.46792  0.500
H -0.79730 0.24078 -3.03311  0.019
H -0.47532 0.25068 -5.21257  0.430
H -1.06880 0.34057 -7.75919  0.400
H -2.76858 2.26808 -8.27491  0.457
H -1.88290 4.70611 3.23946  0.475
O 2.80610 0.58372 -0.20490  -0.314
S 2.81173 0.23463 1.20773  1.012
O 3.88391 -0.51982 1.77371  -0.746
N 1.40604 -0.54414 1.34524  0.189
C 0.91498 -1.41020 2.30513  0.203
C 1.54400 -1.99082 3.37942  -0.691
C 0.81969 -2.86768 4.21656  -1.138
C -0.49569 -3.17201 3.99522  -0.932
C -1.17203 -2.58941 2.89845  0.840
C -2.52252 -2.83928 2.56250  -0.868
C -3.08508 -2.22235 1.47785  -1.134
C -2.31961 -1.32726 0.71692  -0.127
N -1.05451 -1.07912 1.00477  0.253
C -0.45607 -1.70371 2.07813  -0.152
C 2.62709 1.75366 2.08195  0.440
C 2.65374 1.72647 3.47254  -0.346
C 2.47112 2.90766 4.17195  -0.577
C 2.26915 4.09749 3.48133  -0.753
C 2.25008 4.11217 2.09379  -0.815
C 2.43060 2.93484 1.37917  -0.537
H 2.59201 -1.79821 3.56525  0.699
H 1.33471 -3.31593 5.05572  0.483
H -1.02761 -3.85384 4.64451  0.507
H -3.10373 -3.51983 3.17199  0.520
H -4.11422 -2.39460 1.19855  0.532
H -2.73649 -0.79549 -0.12801  0.607
H 2.83082 0.79874 4.00307  0.388
H 2.49640 2.90258 5.25337  0.677
H 2.13948 5.02064 4.03082  0.461
H 2.10613 5.04278 1.56088  0.515
H 2.40929 2.93311 0.29625  0.532
S 1.59088 2.14500 -3.52543  -0.170
C 3.17611 1.80301 -3.94972  0.141
N 4.04013 1.28563 -3.01789  0.025
C 5.34647 1.05346 -3.25886  0.073
C 5.85048 1.31161 -4.49258  -0.741
C 4.92645 1.79804 -5.44145  -0.035
N 3.66122 2.02908 -5.19706  -0.521
H 3.64983 1.08979 -2.10045  0.146
H 5.92540 0.66461 -2.43234  0.455
H 6.88902 1.14896 -4.73103  0.399
H 5.25741 2.00369 -6.45460  0.421
C -0.40717 -3.61483 -1.65278  -1.221
P 1.03200 -2.54836 -1.72582  1.265
C 2.23724 -3.18950 -0.56940  -0.868
C 1.70170 -2.63236 -3.37728  -1.106
O 0.69046 -1.09427 -1.43314  -0.764
H -0.17094 -4.60054 -2.05557  0.449
H -1.21141 -3.17659 -2.24512  0.346
H -0.73939 -3.72832 -0.61986  0.252
H 2.53369 -4.20448 -0.83623  0.578
H 1.80728 -3.19763 0.43367  0.042
H 3.11400 -2.54072 -0.56677  0.301
H 2.11815 -3.62112 -3.57120  0.456
H 2.48135 -1.87746 -3.48112  0.253
H 0.91547 -2.42586 -4.10376  0.373

=====

No. 3
Entry from OMol25: a structure of composition C46H44N3O4SeTeW at a distorted geometry (ωB97M-V/def2-TZVPD).

## Properties
* total charge: 0
* frontier orbital gap (spin up / spin down): 0.20354 / 0.20475 Eh
* DFT total energy: -135540.36768 eV
* spin multiplicity: 2

Last column: Löwdin spin population.
Element x y z (Å)
W 0.68520 0.16876 -0.09100  0.075
O -0.29512 -3.30059 4.04193  0.000
C 0.50804 -3.97391 3.20233  0.000
C 0.87666 -5.27078 3.56663  0.000
C 1.68850 -6.01756 2.74234  0.000
C 2.15598 -5.50178 1.52978  0.000
C 1.80310 -4.22056 1.17009  0.000
C 0.98867 -3.43907 1.99972  0.000
C 0.63841 -2.08600 1.55744  0.001
O 1.19704 -1.64760 0.48370  0.002
N -0.26332 -1.38775 2.19932  0.000
N -0.51865 -0.15962 1.55197  0.000
C -1.54245 0.53439 1.81436  0.001
C -1.90790 1.78490 1.12404  0.000
C -3.16540 2.31745 1.42312  0.000
C -3.60459 3.49527 0.85497  0.000
C -2.76342 4.17071 -0.02863  0.000
C -1.51637 3.66859 -0.34251  0.000
C -1.07884 2.47164 0.22126  0.000
O 0.12960 2.03804 -0.09002  0.005
H -0.52185 -2.43867 3.63492  0.000
H 0.49306 -5.66857 4.49715  0.000
H 1.96816 -7.01955 3.04431  0.000
H 2.77991 -6.10017 0.87968  0.000
H 2.13404 -3.79776 0.23025  0.000
H -2.22033 0.14921 2.57475  0.000
H -3.80790 1.77469 2.10836  0.000
H -4.58517 3.88443 1.09232  0.000
H -3.08339 5.10781 -0.46771  0.000
H -0.85039 4.18155 -1.02188  0.000
C 2.01676 1.74778 -9.26954  0.000
C 1.97551 1.60678 -7.76597  0.000
C 0.83710 1.93281 -7.04283  0.000
C 0.80250 1.80193 -5.65783  0.000
C -0.47675 2.13917 -4.92281  0.000
C 1.92425 1.32902 -4.96850  0.000
Te 1.82494 1.16873 -2.79168  -0.002
N 2.56678 0.57415 -0.55479  0.000
C 2.78055 1.21807 0.61079  0.001
O 1.95038 0.93225 1.55007  0.003
C 3.93123 2.09564 0.88303  0.000
C 4.69583 2.60373 -0.15978  0.000
C 5.87513 3.27939 0.12209  0.000
C 6.28753 3.43757 1.44108  0.000
C 5.50500 2.95482 2.48271  0.000
C 4.32028 2.28833 2.20391  0.000
C 2.26908 -0.88688 -3.12150  0.000
C 1.31660 -1.48138 -3.94986  0.000
C 1.36821 -2.82524 -4.26961  0.000
C 2.38530 -3.60590 -3.73158  0.000
C 3.33977 -3.01240 -2.92515  0.000
C 3.32085 -1.64244 -2.61770  0.000
C 4.49272 -1.10336 -1.83478  0.000
C 3.09138 1.02617 -5.67512  0.000
C 4.38447 0.55939 -5.04232  0.000
C 3.08502 1.16165 -7.06403  0.000
H 1.03890 2.02176 -9.66748  0.000
H 2.32764 0.81423 -9.74381  0.000
H 2.73063 2.51813 -9.57113  0.000
H -0.04548 2.28818 -7.56869  0.000
H -1.23379 2.52959 -5.60455  0.000
H -0.30978 2.89237 -4.14870  0.000
H -0.89215 1.25701 -4.42521  0.000
H 4.36383 2.46647 -1.18159  0.000
H 6.48031 3.66710 -0.68802  0.000
H 7.22775 3.93080 1.65740  0.000
H 5.82376 3.08384 3.50939  0.000
H 3.70041 1.89269 2.99855  0.000
H 0.49358 -0.89160 -4.33403  0.000
H 0.61610 -3.25239 -4.92272  0.000
H 2.44503 -4.66518 -3.95367  0.000
H 4.15570 -3.61195 -2.53360  0.000
H 5.38494 -1.67501 -2.09588  0.000
H 4.33315 -1.20783 -0.76036  0.000
H 4.68254 -0.05092 -2.03447  0.000
H 4.37699 0.63726 -3.96260  0.000
H 5.21746 1.16035 -5.41442  0.000
H 4.58569 -0.48521 -5.29533  0.000
H 3.98990 0.90892 -7.61285  0.000
C -2.80491 -4.54554 -7.26920  -0.002
C -2.67069 -3.80530 -5.96040  -0.019
C -1.99979 -4.38292 -4.88229  0.032
C -1.84427 -3.70721 -3.66912  0.087
C -1.12517 -4.31850 -2.48848  0.014
C -2.39599 -2.44786 -3.62592  0.663
Se -1.01173 -0.57266 -1.52689  -0.006
C -3.08000 -1.80394 -4.63088  0.088
C -3.67710 -0.42470 -4.46745  0.014
C -3.20697 -2.52592 -5.82049  0.033
H -2.28710 -5.50374 -7.23559  0.000
H -2.38520 -3.96391 -8.09227  -0.001
H -3.85330 -4.73650 -7.50866  -0.001
H -1.58675 -5.38445 -4.98386  0.006
H -0.46582 -5.12565 -2.80854  0.000
H -1.84205 -4.72548 -1.77080  -0.001
H -0.53180 -3.56506 -1.96580  -0.001
H -3.24513 0.08991 -3.60859  0.001
H -4.75496 -0.49424 -4.30301  -0.001
H -3.51227 0.18028 -5.36022  0.000
H -3.73295 -2.07241 -6.65853  0.006

=====

No. 4
Entry from OMol25: a structure of composition C26H14Cl3F5N4O3Tl (ωB97M-V/def2-TZVPD).

## Properties
* total charge: -1
* frontier orbital gap: 0.25633 Eh
* DFT total energy: -95144.21359 eV
* spin multiplicity: 1

Last column: Mulliken charge in e.
Element x y z (Å)
Tl -0.14189 0.46800 0.03324  1.754
O 3.33881 -0.00486 -2.50926  -0.785
C 2.23932 0.02257 -1.95443  0.001
N 1.79406 0.86709 -1.02073  -0.148
C 2.39342 2.07804 -0.66739  0.247
C 3.43896 2.65814 -1.38974  -0.682
C 3.90704 3.92356 -1.07318  -0.608
C 3.33391 4.63557 -0.03249  -0.740
C 2.31415 4.07044 0.71697  -0.523
C 1.84661 2.78572 0.43791  0.092
N 0.84650 2.14383 1.16924  -0.041
C 0.40840 2.52637 2.36627  0.511
O 0.72838 3.50802 3.04005  -0.818
C -0.56923 1.54723 2.99538  0.222
C -1.20627 1.90327 4.17825  -0.580
C -1.96333 0.95802 4.84405  -0.309
C -2.02810 -0.32954 4.32838  -0.934
C -1.39198 -0.59240 3.12920  -0.047
N -0.70976 0.33337 2.46222  0.140
C 1.20380 -0.99050 -2.41320  0.617
C 1.62473 -2.10301 -3.12994  -0.513
C 0.67463 -2.98119 -3.61922  -0.353
C -0.66831 -2.69475 -3.41927  -0.853
C -1.00151 -1.56868 -2.68762  -0.275
N -0.08575 -0.75000 -2.17430  -0.083
H 3.87898 2.10094 -2.20075  0.450
H 4.72726 4.34898 -1.63941  0.376
H 3.68180 5.63481 0.20211  0.369
H 1.87955 4.61352 1.54008  0.465
H -1.07278 2.90852 4.55000  0.468
H -2.48149 1.20900 5.76080  0.418
H -2.56473 -1.11610 4.84126  0.419
H -1.42842 -1.58154 2.69143  0.339
H 2.68580 -2.24236 -3.27407  0.493
H 0.97131 -3.87621 -4.15136  0.409
H -1.44430 -3.33859 -3.81090  0.441
H -2.03696 -1.31314 -2.49784  0.603
Cl -2.58758 -6.70842 -0.37019  -0.261
C -1.73394 -5.21151 -0.13180  0.333
C -2.42852 -4.02267 -0.03100  -0.990
C -1.72261 -2.85027 0.17047  1.069
Cl -2.59598 -1.35170 0.23755  -0.175
C -0.30883 -2.78299 0.28803  -0.286
O 0.37613 -1.71327 0.48852  -0.753
C 0.33098 -4.04557 0.15277  0.336
Cl 2.05781 -4.06920 0.23271  -0.211
C -0.34976 -5.22825 -0.04386  -0.749
H -3.50607 -4.00126 -0.11527  0.449
H 0.19676 -6.15580 -0.13914  0.432
F -2.82601 1.94108 0.63070  -0.338
C -2.09077 1.71407 -0.51067  0.090
F -2.95487 1.10150 -1.38751  -0.295
C -1.81169 3.08267 -1.12122  0.549
F -2.94779 3.76715 -1.38420  -0.286
F -1.15010 2.93408 -2.28284  -0.254
F -1.06975 3.83820 -0.30480  -0.200